The molecule C19H32N2O3. Source: the OMol25 dataset; level of theory: wB97M-V/def2-TZVPD.

E_tot: -1078.42198 hartree
relative energy (zero: lowest compared OMol25 entry of this formula, charge and spin): 49.9 kcal per mole
SMILES: CCOC(=O)c1cc(C(C)(C)C)n(CCCN2CCOCC2)c1C
HOMO level: -8.03 eV
E_LUMO: 0.703 eV

```
! RIJCOSX wB97M-V def2-TZVPD def2/J DEFGRID3
* xyz 0 1
C -5.449 -2.941 1.893
C -4.591 -3.089 0.650
H -3.946 -3.973 0.713
H -5.210 -3.189 -0.250
O -3.777 -1.928 0.525
C -2.900 -1.930 -0.498
O -2.809 -2.862 -1.270
C -2.114 -0.708 -0.532
C -1.119 -0.379 -1.436
N -0.639 0.853 -1.110
C -1.337 1.348 -0.018
C -2.240 0.391 0.354
H -2.944 0.429 1.158
C -1.287 2.766 0.512
C -2.237 2.875 1.714
H -1.938 2.192 2.504
H -2.212 3.889 2.109
H -3.259 2.653 1.423
C 0.097 3.222 0.994
H -0.002 4.167 1.524
H 0.791 3.379 0.175
H 0.515 2.494 1.686
C -1.804 3.723 -0.574
H -1.871 4.734 -0.176
H -1.154 3.748 -1.444
H -2.794 3.414 -0.901
C 0.540 1.410 -1.727
H 0.438 2.494 -1.795
H 0.611 1.016 -2.743
C 1.832 1.081 -0.961
H 1.712 1.373 0.079
H 2.647 1.669 -1.385
C 2.227 -0.394 -1.014
N 3.481 -0.615 -0.311
C 3.309 -0.697 1.130
C 4.680 -0.820 1.794
O 5.374 -1.955 1.337
C 5.524 -1.905 -0.061
C 4.171 -1.811 -0.767
H 4.333 -1.740 -1.845
H 3.587 -2.724 -0.553
H 6.046 -2.820 -0.348
H 6.133 -1.032 -0.340
H 4.576 -0.938 2.874
H 5.264 0.087 1.577
H 2.819 0.209 1.491
H 2.689 -1.568 1.409
H 1.419 -1.016 -0.596
H 2.384 -0.680 -2.058
C -0.713 -1.146 -2.644
H -0.876 -0.553 -3.545
H -1.334 -2.036 -2.696
H 0.330 -1.455 -2.620
H -6.081 -3.818 2.008
H -6.076 -2.058 1.811
H -4.818 -2.838 2.772
*
```

Here are the Mulliken charges for atoms 1 to 6, given in e:
1. C -1.258
2. C -0.235
3. H 0.323
4. H 0.315
5. O -0.247
6. C 0.125

***

The molecule C19H32N4O3S at a distorted geometry. Source: the OMol25 dataset; level of theory: wB97M-V/def2-TZVPD.

E_tot: -1586.13581 hartree
relative energy (zero: lowest compared OMol25 entry of this formula, charge and spin): 6.2 kcal per mole
SMILES: CCCN1CCN(S(=O)(=O)c2c(C)[nH]c(C)c2C(=O)N2CCCCC2)CC1
HOMO level: -8.16 eV
E_LUMO: 0.567 eV

```
! RIJCOSX wB97M-V def2-TZVPD def2/J DEFGRID3
* xyz 0 1
C -6.575 -0.951 0.254
H -7.032 -0.071 -0.192
C -5.375 -1.404 -0.567
H -5.680 -1.606 -1.596
C -4.276 -0.339 -0.585
N -3.794 -0.073 0.766
C -2.818 -1.038 1.249
C -1.360 -0.608 0.963
N -1.369 0.309 -0.151
S -0.075 0.387 -1.167
O 0.499 -0.926 -1.250
O -0.543 0.989 -2.386
C 1.102 1.492 -0.441
C 1.233 2.842 -0.669
N 2.250 3.282 0.124
C 2.771 2.248 0.856
C 2.079 1.113 0.518
C 2.194 -0.251 1.107
O 1.483 -0.576 2.047
N 3.138 -1.056 0.589
C 3.197 -2.444 0.998
H 2.532 -2.563 1.854
C 2.771 -3.342 -0.161
C 3.676 -3.091 -1.363
C 3.586 -1.617 -1.748
C 3.965 -0.743 -0.551
H 3.854 0.313 -0.800
H 5.011 -0.931 -0.270
H 4.247 -1.392 -2.587
H 2.559 -1.386 -2.032
H 3.367 -3.714 -2.203
H 4.709 -3.349 -1.111
H 2.813 -4.387 0.148
H 1.744 -3.092 -0.435
H 4.225 -2.677 1.302
C 3.898 2.441 1.806
H 4.045 1.532 2.381
H 3.688 3.260 2.494
H 4.823 2.671 1.274
H 2.572 4.236 0.168
C 0.485 3.743 -1.580
H 1.172 4.356 -2.162
H -0.174 4.408 -1.019
H -0.113 3.136 -2.253
C -2.037 1.560 0.109
C -3.299 1.270 0.955
H -4.088 1.983 0.708
H -3.061 1.378 2.017
H -1.375 2.264 0.640
H -2.292 1.986 -0.863
H -0.903 -0.146 1.847
H -0.744 -1.457 0.672
H -3.025 -2.000 0.782
H -2.953 -1.148 2.331
H -3.466 -0.645 -1.260
H -4.704 0.588 -0.973
H -4.983 -2.333 -0.149
H -6.252 -0.700 1.260
H -7.324 -1.738 0.309
*
```

Here are the Mulliken charges for atoms 1 to 6, given in e:
1. C -1.223
2. H 0.276
3. C -0.431
4. H 0.395
5. C -0.534
6. N 0.227

***

C19H32NO3P2Tl as an isolated structure at a distorted geometry. Source: the OMol25 dataset; level of theory: wB97M-V/def2-TZVPD.

E_tot: -1878.64218 hartree
HOMO level: -6.44 eV
E_LUMO: 0.109 eV

```
! RIJCOSX wB97M-V def2-TZVPD def2/J DEFGRID3
* xyz 0 1
C -0.789 4.026 -1.719
C -0.917 2.711 -1.196
N 0.015 2.239 -0.300
C 0.913 3.065 0.208
C 0.955 4.433 -0.137
C 0.101 4.896 -1.135
C -2.032 1.898 -1.547
P -2.431 0.286 -0.822
Tl -0.388 -0.509 0.359
P 2.062 0.740 1.306
C 1.829 2.517 1.330
C -0.117 -2.718 0.302
C -1.193 -3.362 0.894
C -1.121 -4.748 1.088
C 0.003 -5.456 0.674
C 1.052 -4.788 0.056
C 1.003 -3.394 -0.158
O -0.959 1.812 -5.091
O 0.051 -2.461 -4.784
H -1.443 4.312 -2.530
H 1.662 5.058 0.405
H 0.193 5.920 -1.472
C -3.952 0.642 0.105
C -2.918 -0.958 -2.053
H 2.817 3.004 1.245
H 1.397 2.806 2.306
H -1.266 1.232 -4.391
H -2.664 2.283 -2.366
C 2.712 0.243 2.886
C 3.548 0.635 0.181
H -2.069 -2.794 1.213
H -1.961 -5.256 1.567
H 0.049 -6.532 0.827
H 1.950 -5.339 -0.267
H 1.821 -2.863 -0.659
H 1.559 -0.664 -0.369
H -0.047 -2.772 -3.896
H 0.190 -1.551 -4.526
H -0.071 1.452 -5.355
H 1.984 -0.498 -0.998
H -4.798 0.556 -0.592
H -4.115 -0.059 0.930
H -3.896 1.664 0.507
H -3.777 -0.615 -2.651
H -2.081 -1.207 -2.724
H -3.208 -1.886 -1.539
H 4.401 1.180 0.646
H 3.798 -0.431 0.033
H 3.297 1.048 -0.811
H 3.577 0.864 3.131
H 1.941 0.336 3.652
H 3.012 -0.809 2.831
C -1.473 1.515 2.679
C -0.895 0.153 2.625
O -0.674 -0.716 3.431
H -2.434 1.532 2.096
H -0.773 2.250 2.203
H -1.672 1.802 3.750
*
```

Here are the Mulliken charges for atoms 1 to 6, given in e:
1. C -1.195
2. C 0.851
3. N 0.229
4. C 0.300
5. C -1.040
6. C -0.433

***

C19H32NO7RuSSi as an isolated structure at a distorted geometry. Source: the OMol25 dataset; level of theory: wB97M-V/def2-TZVPD.

⟨S²⟩: 0.77
E_tot: -2106.80366 hartree
relative energy (zero: lowest compared OMol25 entry of this formula, charge and spin): 19.0 kcal per mole
HOMO level (alpha / beta): -15.43 / -15.38 eV
E_LUMO (alpha / beta): -8.053 / -8.478 eV

```
! RIJCOSX wB97M-V def2-TZVPD def2/J DEFGRID3
* xyz 2 2
Ru 1.723 0.696 -0.058
O 4.356 1.213 -3.552
C 3.755 0.994 -2.420
O 2.551 0.846 -2.288
C 4.668 0.933 -1.237
C 6.047 0.815 -1.306
C 6.753 0.732 -0.114
C 6.069 0.800 1.094
C 4.690 0.936 1.066
N 4.016 0.979 -0.081
C 3.777 0.999 2.261
O 4.242 1.277 3.444
O 2.587 0.789 2.115
H 3.741 1.263 -4.303
H 6.544 0.781 -2.266
H 7.829 0.624 -0.124
H 6.611 0.721 2.027
H 5.180 1.501 3.494
C -0.445 -2.870 1.085
C 0.204 -2.203 -0.117
C -0.347 -2.734 -1.431
C 1.723 -2.364 -0.065
O -0.096 -0.753 -0.037
Si -1.448 0.178 -0.189
S -0.149 2.026 -0.251
O -2.426 0.207 1.053
C -2.555 0.672 2.432
C -3.126 -0.499 3.218
C -3.522 1.846 2.407
C -1.197 1.077 2.986
O -2.113 -0.055 -1.599
C -3.348 0.329 -2.281
C -4.470 -0.547 -1.746
C -3.096 0.084 -3.759
C -3.624 1.800 -1.999
H -0.233 -3.939 1.075
H -1.527 -2.734 1.052
H -0.060 -2.445 2.013
H -0.052 -3.773 -1.566
H 0.033 -2.143 -2.266
H -1.436 -2.678 -1.434
H 1.998 -3.418 -0.080
H 2.116 -1.941 0.866
H 2.181 -1.898 -0.948
H -4.036 -0.861 2.740
H -3.368 -0.180 4.231
H -2.405 -1.316 3.268
H -4.486 1.532 2.009
H -3.129 2.652 1.784
H -3.669 2.227 3.417
H -0.483 0.253 2.899
H -1.289 1.346 4.037
H -0.805 1.948 2.453
H -4.269 -1.599 -1.950
H -5.410 -0.278 -2.226
H -4.578 -0.410 -0.668
H -2.812 -0.955 -3.925
H -2.293 0.728 -4.120
H -3.999 0.297 -4.329
H -3.792 1.958 -0.930
H -4.515 2.118 -2.538
H -2.785 2.418 -2.327
*
```

Here are the Mulliken charges for atoms 1 to 6, given in e:
1. Ru 0.297
2. O -0.405
3. C 0.399
4. O -0.431
5. C 0.341
6. C -0.386

***

A 10-piece molecular cluster, C19H33Cl22N3O3 overall at a distorted geometry. Source: the OMol25 dataset; level of theory: wB97M-V/def2-TZVPD.

E_tot: -11257.96174 hartree
SMILES: ClC(Cl)(Cl)Cl.ClC(Cl)(Cl)Cl.ClC(Cl)(Cl)Cl.ClC(Cl)(Cl)Cl.CN(C)C=O.CN(C)C=O.CN(C)C=O.ClCCCl.ClCCCl.ClCCCl
HOMO level: -9.28 eV
E_LUMO: 0.159 eV

```
! RIJCOSX wB97M-V def2-TZVPD def2/J DEFGRID3
* xyz 0 1
Cl -2.636 3.319 5.858
C -1.545 1.963 5.423
C -0.661 2.323 4.283
Cl 0.638 3.457 4.768
H -2.159 1.111 5.141
H -0.965 1.743 6.315
H -1.238 2.777 3.484
H -0.170 1.437 3.895
Cl -1.976 1.073 -7.157
C -3.294 1.117 -5.959
C -2.862 1.596 -4.585
Cl -1.394 0.806 -3.980
H -3.740 0.126 -5.914
H -4.044 1.799 -6.353
H -3.654 1.370 -3.873
H -2.692 2.670 -4.583
Cl -0.592 -5.645 -1.847
C -2.066 -4.649 -1.971
C -1.856 -3.538 -2.953
Cl -3.346 -2.523 -2.973
H -2.271 -4.248 -0.979
H -2.892 -5.282 -2.279
H -1.727 -3.913 -3.964
H -1.049 -2.869 -2.679
C 3.906 0.150 1.594
O 2.977 -0.495 1.138
N 4.456 -0.049 2.800
C 5.575 0.756 3.274
C 4.059 -1.170 3.618
H 4.355 0.962 1.001
H 5.845 1.489 2.522
H 6.440 0.120 3.487
H 5.314 1.239 4.220
H 3.088 -1.543 3.317
H 4.815 -1.960 3.564
H 4.012 -0.846 4.663
C 4.432 -0.683 -2.242
O 5.576 -0.958 -1.944
N 4.030 -0.190 -3.436
C 4.966 0.004 -4.504
C 2.656 0.238 -3.663
H 3.603 -0.820 -1.535
H 5.960 -0.263 -4.169
H 4.974 1.054 -4.826
H 4.680 -0.593 -5.376
H 2.620 1.326 -3.716
H 2.295 -0.180 -4.608
H 2.018 -0.194 -2.896
C -0.969 -0.087 1.576
O -1.912 0.107 2.323
N -0.959 0.168 0.263
C 0.183 -0.151 -0.569
C -2.075 0.759 -0.403
H -0.021 -0.544 1.908
H 0.546 0.730 -1.105
H -0.091 -0.898 -1.326
H 1.024 -0.488 0.037
H -2.847 1.126 0.262
H -1.738 1.498 -1.127
H -2.589 -0.011 -1.006
C -4.868 3.717 1.987
Cl -4.421 2.232 2.829
Cl -4.129 5.085 2.787
Cl -4.285 3.634 0.311
Cl -6.628 3.869 1.977
C -5.083 -2.459 1.250
Cl -3.573 -2.924 2.007
Cl -5.398 -3.469 -0.140
Cl -6.389 -2.666 2.444
Cl -5.016 -0.760 0.787
C 0.631 3.825 0.248
Cl 1.254 5.443 0.509
Cl 0.199 3.601 -1.461
Cl 1.823 2.604 0.727
Cl -0.810 3.573 1.243
C 0.732 -4.196 2.454
Cl 1.085 -3.242 1.014
Cl -0.479 -5.409 2.078
Cl 2.219 -4.972 3.008
Cl 0.125 -3.111 3.710
*
```

Here are the Mulliken charges for atoms 1 to 6, given in e:
1. Cl -0.188
2. C -0.428
3. C 0.658
4. Cl -0.215
5. H 0.180
6. H 0.426

***

A 2-piece molecular cluster, C19H33ClF2P overall at a distorted geometry. Source: the OMol25 dataset; level of theory: wB97M-V/def2-TZVPD.

E_tot: -1744.59871 hartree
HOMO level: -11.05 eV
E_LUMO: -2.327 eV

```
! RIJCOSX wB97M-V def2-TZVPD def2/J DEFGRID3
* xyz 1 1
C -4.821 2.996 -1.808
C -3.991 1.706 -2.408
C -2.355 2.008 -2.580
C -1.626 0.508 -2.703
C -1.346 -0.157 -1.231
P -0.358 -1.791 -1.252
C -0.235 -2.622 -2.986
C -1.673 -2.799 -3.753
C -1.361 -3.037 -0.155
C -0.421 -4.127 0.630
C -1.409 -5.012 1.643
Cl -2.904 -5.717 0.744
C 1.471 -1.578 -0.651
C 1.601 -0.980 0.870
C 2.252 0.548 0.708
F 0.332 -1.001 1.633
H -5.859 2.591 -1.390
H -5.088 3.785 -2.644
H -4.276 3.500 -0.896
H -4.503 1.449 -3.452
H -4.186 0.747 -1.731
H -2.228 2.509 -3.652
H -1.916 2.655 -1.710
H -2.374 -0.125 -3.384
H -0.577 0.668 -3.221
H -2.417 -0.377 -0.755
H -0.857 0.668 -0.538
H 0.576 -2.019 -3.585
H 0.242 -3.701 -2.804
H -1.750 -1.892 -4.525
H -1.619 -3.785 -4.419
H -2.611 -2.816 -3.022
H -2.140 -3.534 -0.902
H -2.022 -2.397 0.602
H 0.059 -4.862 -0.144
H 0.338 -3.574 1.328
H -1.859 -4.354 2.518
H -0.745 -5.876 2.129
H 1.988 -0.880 -1.470
H 2.026 -2.615 -0.734
H 2.453 -1.617 1.411
H 3.359 0.518 0.274
H 2.332 0.982 1.793
H 1.580 1.167 -0.024
F 4.910 4.079 1.482
C 4.496 3.884 2.742
C 5.192 3.003 3.562
C 4.765 2.804 4.875
C 3.639 3.481 5.350
C 2.945 4.360 4.517
C 3.379 4.567 3.208
H 6.059 2.479 3.173
H 5.307 2.123 5.526
H 3.304 3.323 6.372
H 2.066 4.883 4.888
H 2.856 5.254 2.550
*
```

Here are the Mulliken charges for atoms 1 to 6, given in e:
1. C -0.983
2. C -0.371
3. C -0.528
4. C -0.345
5. C -0.773
6. P 0.604

***

C19H33IN5O5P as an isolated structure. Source: the OMol25 dataset; level of theory: wB97M-V/def2-TZVPD.

E_tot: -2032.85907 hartree
HOMO level: -9.61 eV
E_LUMO: -0.695 eV

```
! RIJCOSX wB97M-V def2-TZVPD def2/J DEFGRID3
* xyz 0 1
C -1.318 -2.374 3.820
C -1.764 -3.740 3.322
O -1.298 -4.018 1.981
P -2.199 -3.564 0.761
O -3.655 -3.639 0.958
C -1.687 -1.898 0.281
C -0.332 -1.815 -0.444
C -0.141 -0.598 -1.356
C 0.314 0.745 -0.733
I -1.355 1.601 0.371
C 0.520 1.684 -1.840
N 0.758 2.388 -2.713
C 1.644 0.667 0.101
C 1.364 0.121 1.441
N 1.102 -0.310 2.469
C 2.387 2.016 0.305
C 1.762 3.079 1.229
C 1.162 4.292 0.489
C 0.124 5.015 1.346
N -0.582 6.035 0.552
C -1.647 5.498 -0.253
N -1.613 5.444 -1.516
N -2.788 5.092 0.442
C 2.651 -0.333 -0.556
C 3.232 0.088 -1.905
O 4.237 -0.844 -2.340
C 3.771 -2.050 -2.769
O 3.803 -2.391 -3.906
O -1.623 -4.532 -0.372
C -2.459 -4.712 -1.541
C -1.634 -5.421 -2.618
H -1.303 -2.376 4.911
H -2.003 -1.585 3.503
H -0.316 -2.143 3.458
H -2.846 -3.861 3.371
H -1.320 -4.521 3.941
H -1.630 -1.327 1.213
H -2.497 -1.445 -0.295
H 0.462 -1.927 0.296
H -0.251 -2.690 -1.095
H 0.568 -0.836 -2.154
H -1.092 -0.402 -1.860
H 2.613 2.467 -0.663
H 3.350 1.737 0.742
H 1.028 2.657 1.920
H 2.574 3.453 1.859
H 1.968 5.004 0.300
H 0.717 3.978 -0.457
H 0.641 5.538 2.154
H -0.548 4.278 1.809
H -1.007 6.699 1.193
H -0.735 5.836 -1.844
H -2.595 4.746 1.372
H -3.317 4.408 -0.083
H 2.216 -1.329 -0.614
H 3.489 -0.403 0.144
H 2.467 0.156 -2.682
H 3.748 1.043 -1.846
H 3.422 -2.716 -1.963
H -3.325 -5.307 -1.253
H -2.806 -3.734 -1.886
H -0.642 -5.649 -2.230
H -2.105 -6.363 -2.900
H -1.544 -4.812 -3.517
*
```

Here are the Mulliken charges for atoms 1 to 6, given in e:
1. C -0.941
2. C -0.347
3. O -0.422
4. P 0.947
5. O -0.809
6. C -0.623

***

C19H33NO2S8SbV as an isolated structure at a distorted geometry. Source: the OMol25 dataset; level of theory: wB97M-V/def2-TZVPD.

⟨S²⟩: 2.02
E_tot: -5318.83204 hartree
relative energy (zero: lowest compared OMol25 entry of this formula, charge and spin): 6.1 kcal per mole
HOMO level (alpha / beta): -6.04 / -6.24 eV
E_LUMO (alpha / beta): -0.208 / -0.209 eV

```
! RIJCOSX wB97M-V def2-TZVPD def2/J DEFGRID3
* xyz 0 3
V -0.833 0.999 -0.836
C -3.707 2.222 0.616
C -2.695 3.313 0.956
S -1.030 2.737 1.359
C -1.228 2.221 3.085
C -2.030 0.943 3.371
S -1.569 -0.354 2.228
C -3.001 -1.430 2.397
C -3.007 -2.552 1.330
S -2.357 -2.156 -0.307
C -3.824 -1.496 -1.125
C -4.326 -0.148 -0.608
S -3.166 1.226 -0.782
H -4.644 2.699 0.330
H -3.895 1.559 1.460
H -3.056 3.917 1.791
H -2.543 3.961 0.099
H -1.673 3.057 3.623
H -0.200 2.107 3.433
H -3.094 1.138 3.261
H -1.848 0.619 4.398
H -3.889 -0.804 2.308
H -2.999 -1.874 3.393
H -4.027 -2.919 1.213
H -2.389 -3.384 1.665
H -4.626 -2.227 -1.033
H -3.535 -1.422 -2.169
H -4.578 -0.222 0.449
H -5.203 0.161 -1.176
S -3.552 2.085 -4.187
Sb -1.304 1.811 -4.066
S -1.018 -0.275 -2.713
S -0.622 2.941 -1.894
C 1.760 -4.029 -0.806
S 1.010 -2.713 -1.737
O 0.576 -3.349 -3.035
C 2.525 -1.803 -2.085
C 2.492 -0.983 -3.214
C 3.590 -0.186 -3.517
C 4.728 -0.209 -2.709
C 4.768 -1.041 -1.595
C 3.664 -1.834 -1.276
H 2.621 -4.427 -1.351
H 0.972 -4.783 -0.738
H 2.037 -3.697 0.204
H 1.613 -0.988 -3.847
H 3.557 0.454 -4.392
H 5.587 0.408 -2.958
H 5.662 -1.088 -0.981
H 3.723 -2.499 -0.421
C 3.921 1.284 1.455
N 2.762 1.294 0.537
C 2.722 2.378 -0.468
C 1.822 0.433 0.663
C 1.919 -0.638 1.696
O 0.789 0.439 -0.070
H 4.531 2.149 1.227
H 4.527 0.391 1.317
H 3.614 1.346 2.496
H 3.650 2.350 -1.038
H 2.622 3.337 0.037
H 1.887 2.257 -1.138
H 2.870 -1.169 1.616
H 1.092 -1.328 1.564
H 1.855 -0.207 2.697
*
```

Here are the Mulliken charges for atoms 1 to 6, given in e:
1. V 0.028
2. C -0.433
3. C -1.049
4. S 0.169
5. C -0.985
6. C -1.111

***

The highest E_tot belongs to which entry? C19H32N2O3